This record from OMol25 describes a structure of composition CH24F3O19PSZr. The level of theory is the ωB97M-V functional and the def2-TZVPD basis.

Calculated values
- ΔE to the lowest compared entry with this formula, charge and spin (kJ/mol) = 0.0
- E (a.u.) = -2568.51218
- HOMO level (eV) = -10.35
- Kohn-Sham gap (Ha) = 0.3102

Element x y z (Å)
Zr (0.2107, 1.9471, -0.2566)
C (1.7098, 1.1247, 4.0105)
F (0.5613, 0.5041, 4.2257)
F (2.2507, 1.4255, 5.1748)
F (2.5437, 0.3154, 3.3537)
S (1.5336, 2.7273, 3.0577)
O (0.4490, 3.4361, 3.7143)
O (2.8132, 3.3924, 3.1428)
O (1.1403, 2.3220, 1.6781)
P (-0.0926, -0.6071, -0.5706)
O (1.1219, 0.2680, -1.0028)
O (-0.2732, -2.0830, -0.7314)
O (-0.9924, 0.4925, -1.1241)
O (0.0078, 0.1087, 0.7962)
O (2.4555, 2.3758, -0.5073)
H (3.0027, 1.6152, -0.7710)
H (2.9820, 3.1528, -0.7296)
O (-1.6439, -2.9206, -3.0532)
H (-1.4302, -2.6853, -2.1329)
H (-0.8137, -2.8027, -3.5300)
O (-1.5674, 2.9906, -1.3315)
H (-1.7890, 2.8011, -2.2538)
H (-2.1985, 3.6674, -1.0552)
O (3.2493, -0.9991, -0.2340)
H (3.7615, -1.3832, -0.9537)
H (2.4249, -0.6975, -0.6494)
O (0.7033, 2.5769, -2.3824)
H (0.6739, 1.9311, -3.1082)
H (1.2647, 3.2912, -2.7057)
O (-1.3906, 2.4074, 1.1931)
H (-2.2689, 1.9937, 1.1443)
H (-1.3219, 2.7592, 2.0989)
O (-2.2567, -3.1368, 0.6449)
H (-1.4442, -2.9448, 0.1319)
H (-2.5910, -3.9648, 0.2836)
O (1.5240, -3.8986, -1.6644)
H (0.8889, -3.2177, -1.3774)
H (2.1207, -4.0096, -0.9164)
O (0.7686, -2.8893, 1.7483)
H (0.7216, -3.1115, 0.8189)
H (0.7052, -1.9276, 1.7736)
O (-1.5855, -0.2093, -3.7286)
H (-1.3984, 0.2119, -2.8797)
H (-1.7846, -1.1346, -3.4915)
O (-2.1883, -0.6361, 2.4850)
H (-1.5644, -0.4004, 1.7847)
H (-2.1410, -1.5983, 2.5364)
O (-3.3160, -0.7851, -1.0054)
H (-3.0212, -1.5719, -0.5237)
H (-2.5150, -0.2235, -1.1269)

***

This record from OMol25 describes a structure of composition CH24InO15. The level of theory is the ωB97M-V functional and the def2-TZVPD basis.

Calculated values
- charge = +1
- ΔE to the lowest compared entry with this formula, charge and spin (kJ/mol) = 336.9
- E (a.u.) = -1370.80691
- HOMO level (eV) = -13.38
- Kohn-Sham gap (Ha) = 0.2684

Element x y z (Å)
In (3.4122, 25.9161, 11.9166)
C (4.4366, 24.2045, 12.6766)
O (4.1452, 24.1405, 11.3227)
O (3.2534, 24.2860, 13.1266)
O (5.1484, 25.2588, 12.8137)
O (1.3328, 24.2061, 15.1093)
H (1.5549, 24.1852, 14.1914)
H (0.6187, 24.8745, 15.1465)
O (6.9474, 24.8290, 9.8085)
H (6.6311, 24.4973, 8.9502)
H (6.8127, 24.0910, 10.4206)
O (2.2609, 25.3869, 10.0324)
H (2.3974, 25.8008, 9.1757)
H (1.5525, 24.7181, 9.8671)
O (3.3782, 23.5244, 8.1615)
H (3.3117, 24.0597, 8.9079)
H (4.0996, 22.8828, 8.3026)
O (3.6312, 27.2131, 13.7288)
H (3.6765, 28.2169, 13.8262)
H (3.7473, 26.7431, 14.5955)
O (4.8800, 26.4895, 10.3552)
H (5.7464, 26.1315, 10.2140)
H (4.8174, 27.2521, 9.7839)
O (1.3381, 26.0591, 12.5073)
H (0.6401, 26.5428, 11.9993)
H (1.0588, 26.1935, 13.4202)
O (2.4632, 22.1227, 11.1957)
H (1.7704, 22.3092, 11.8297)
H (3.1993, 22.7062, 11.3384)
O (3.6114, 25.2422, 15.7535)
H (4.1993, 24.5475, 15.4584)
H (2.7294, 24.8604, 15.5764)
O (7.1700, 23.4723, 12.2146)
H (6.3020, 23.9107, 12.3542)
H (7.7302, 23.9190, 12.8391)
O (7.2082, 26.6809, 13.6515)
H (6.3684, 26.1635, 13.6109)
H (7.7488, 26.0326, 14.0990)
O (2.9153, 21.9277, 14.2216)
H (3.1437, 22.6434, 13.6643)
H (2.0878, 21.6476, 13.8905)

***

Kohn-Sham gap of number 1 (CH24F3O19PSZr)? 0.3102 Ha

***

E of number 2 (CH24InO15)? -1370.80691 a.u.

***

Please write out number 2 again, unchanged.
This record from OMol25 describes a structure of composition CH24InO15. The level of theory is the ωB97M-V functional and the def2-TZVPD basis.

Calculated values
- charge = +1
- ΔE to the lowest compared entry with this formula, charge and spin (kJ/mol) = 336.9
- E (a.u.) = -1370.80691
- HOMO level (eV) = -13.38
- Kohn-Sham gap (Ha) = 0.2684

Element x y z (Å)
In (3.4122, 25.9161, 11.9166)
C (4.4366, 24.2045, 12.6766)
O (4.1452, 24.1405, 11.3227)
O (3.2534, 24.2860, 13.1266)
O (5.1484, 25.2588, 12.8137)
O (1.3328, 24.2061, 15.1093)
H (1.5549, 24.1852, 14.1914)
H (0.6187, 24.8745, 15.1465)
O (6.9474, 24.8290, 9.8085)
H (6.6311, 24.4973, 8.9502)
H (6.8127, 24.0910, 10.4206)
O (2.2609, 25.3869, 10.0324)
H (2.3974, 25.8008, 9.1757)
H (1.5525, 24.7181, 9.8671)
O (3.3782, 23.5244, 8.1615)
H (3.3117, 24.0597, 8.9079)
H (4.0996, 22.8828, 8.3026)
O (3.6312, 27.2131, 13.7288)
H (3.6765, 28.2169, 13.8262)
H (3.7473, 26.7431, 14.5955)
O (4.8800, 26.4895, 10.3552)
H (5.7464, 26.1315, 10.2140)
H (4.8174, 27.2521, 9.7839)
O (1.3381, 26.0591, 12.5073)
H (0.6401, 26.5428, 11.9993)
H (1.0588, 26.1935, 13.4202)
O (2.4632, 22.1227, 11.1957)
H (1.7704, 22.3092, 11.8297)
H (3.1993, 22.7062, 11.3384)
O (3.6114, 25.2422, 15.7535)
H (4.1993, 24.5475, 15.4584)
H (2.7294, 24.8604, 15.5764)
O (7.1700, 23.4723, 12.2146)
H (6.3020, 23.9107, 12.3542)
H (7.7302, 23.9190, 12.8391)
O (7.2082, 26.6809, 13.6515)
H (6.3684, 26.1635, 13.6109)
H (7.7488, 26.0326, 14.0990)
O (2.9153, 21.9277, 14.2216)
H (3.1437, 22.6434, 13.6643)
H (2.0878, 21.6476, 13.8905)